(1)
The following is a quantum chemistry calculation of a molecular structure, C10H11F3LiNO5 at a distorted geometry, from the OMol25 dataset.

```
31
Properties=species:S:1:pos:R:3:forces:R:3
Li -1.130 -0.119 0.994 -0.7 0.2 1.0
C -1.863 -0.912 3.147 0.5 -0.2 0.5
O -1.875 0.360 2.907 0.2 -0.1 -0.3
O -1.764 -1.698 2.086 0.1 0.0 -0.2
O -1.852 -1.387 4.343 -0.2 0.1 -0.8
C -1.490 2.044 -1.027 -0.9 0.8 0.4
O -1.378 0.573 -0.960 0.4 -0.4 -0.3
O -1.424 2.566 0.122 0.5 0.4 0.8
C -0.364 2.561 -1.941 0.8 -0.7 -0.1
F 0.876 2.376 -1.426 -0.2 0.0 0.0
F -0.316 1.953 -3.176 0.1 0.3 -0.2
F -0.465 3.870 -2.184 -0.2 0.4 -0.2
C -1.836 -0.172 -2.058 -0.1 -0.7 0.2
C -1.597 -1.640 -1.750 0.3 -0.3 0.2
H -0.553 -1.823 -1.473 0.0 0.2 -0.1
H -2.177 -1.979 -0.889 -0.1 0.1 -0.1
H -1.791 -2.277 -2.619 -0.2 0.1 0.0
H -1.307 0.088 -2.978 -0.2 0.1 0.0
H -2.916 -0.023 -2.194 0.0 0.2 -0.2
H -2.464 2.274 -1.545 0.1 -0.4 -0.7
N 0.946 -0.383 1.019 0.2 0.1 -0.3
C 1.755 -0.239 -0.020 0.3 -0.5 -0.2
C 3.136 -0.463 0.029 -1.0 0.6 -0.3
C 3.697 -0.788 1.249 0.2 0.1 0.0
C 2.863 -0.888 2.360 0.3 -0.1 -0.6
C 1.499 -0.709 2.179 -0.3 -0.1 1.0
H 1.283 0.000 -0.967 0.0 0.2 0.1
H 3.637 -0.261 -0.911 0.5 -0.3 0.3
H 4.768 -0.943 1.344 -0.1 0.0 0.0
H 3.291 -1.120 3.325 -0.2 -0.1 0.1
H 0.810 -0.843 3.013 -0.1 0.1 -0.1
```
Forces are in eV/Å.

Results
* total charge: -2
* energy relative to the best compared isomer or geometry (same formula, charge and spin): 0.0 kJ/mol
* frontier orbital gap: 4.29 eV
* LUMO: 4.89 eV
* E_tot: -1125.82166 Eh
* spin multiplicity: 1



(2)
The following is a quantum chemistry calculation of 2 unconnected molecules or ions with the total composition C18H26Cl4NO4 at a distorted geometry, from the OMol25 dataset.

```
53
Properties=species:S:1:pos:R:3:forces:R:3
C 0.959 6.956 -0.796 -0.8 0.2 0.6
C 0.998 6.078 0.622 6.0 -2.1 0.9
O 2.186 5.478 0.899 -8.2 3.6 -1.4
O -0.173 5.991 1.555 2.3 -1.3 -2.9
C -0.433 4.533 1.675 0.2 -0.9 1.1
C -1.823 4.163 2.472 -0.6 0.0 -0.9
C -1.775 2.538 2.855 0.9 -0.1 -0.4
C -2.763 1.632 1.859 0.4 1.5 0.6
C -1.896 1.368 0.496 -0.4 -0.5 -1.3
C -1.565 -0.198 0.159 0.7 -3.4 -0.7
N -1.837 -0.646 -1.293 1.7 -3.1 2.5
C -1.556 -2.031 -1.832 1.2 -0.6 3.4
C -0.916 -3.212 -0.890 -1.1 2.9 1.4
C -0.553 -4.716 -1.476 1.0 0.6 -0.7
C 1.076 -4.921 -1.160 -0.2 0.4 0.2
C 1.953 -3.617 -1.716 0.8 -0.2 1.4
Cl 1.449 -3.086 -3.436 0.3 -0.4 1.5
C -0.628 -2.876 0.691 -1.9 3.6 -3.5
C -0.970 -1.325 1.189 -0.3 -0.7 -2.6
C -0.670 -0.956 2.757 0.9 -1.0 0.1
C 0.791 -0.171 2.985 3.2 1.8 -3.1
O 1.518 0.320 1.975 -4.9 -3.2 7.0
O 1.234 -0.118 4.418 -2.4 -1.3 -3.7
H 0.186 6.486 -1.574 1.7 0.9 1.9
H 0.572 8.054 -0.532 0.9 -2.4 -0.6
H 2.051 6.984 -1.279 -2.6 -0.2 1.4
H 0.462 4.080 2.305 -1.8 0.8 -1.6
H -0.476 4.097 0.580 0.1 0.6 2.2
H -2.728 4.341 1.716 1.9 -0.3 1.7
H -2.049 4.845 3.401 0.8 -1.4 -1.8
H -1.948 2.327 3.992 0.1 0.6 -2.2
H -0.651 2.213 2.621 -2.4 0.5 0.7
H -3.682 2.345 1.621 1.9 -1.8 0.3
H -3.190 0.676 2.378 1.0 1.7 -1.2
H -0.869 1.955 0.460 -2.1 -1.4 0.4
H -2.537 1.806 -0.411 1.4 -1.2 1.8
H -2.242 0.057 -1.960 0.6 -1.0 1.0
H -1.792 -2.298 -2.962 0.5 1.0 2.7
H -1.215 -5.570 -1.024 1.3 1.9 -0.5
H -0.677 -4.799 -2.657 0.1 0.6 2.6
H 1.181 -4.976 0.025 0.1 0.1 -2.6
H 1.498 -5.918 -1.629 -1.1 2.1 0.9
H 1.849 -2.682 -0.983 0.0 -2.0 -1.8
H 3.115 -3.848 -1.782 -2.7 0.3 0.1
H -0.181 -3.711 1.398 -1.1 2.1 -1.5
H -1.538 -0.406 3.316 1.7 -0.8 -1.3
H -0.531 -1.998 3.322 -0.4 2.2 -1.3
H 0.630 -0.762 4.918 1.2 1.4 -1.0
C 3.939 -4.825 -5.856 0.0 0.1 -0.2
Cl 4.101 -5.470 -4.213 0.0 0.0 -0.1
Cl 5.385 -3.905 -6.308 -0.3 -0.1 0.1
Cl 3.648 -6.135 -7.013 0.0 0.2 0.2
H 3.081 -4.149 -5.877 0.3 -0.2 0.1
```
Forces are in eV/Å.

Results
* total charge: +1
* energy relative to the best compared isomer or geometry (same formula, charge and spin): 1453.9 kJ/mol
* frontier orbital gap: 7.21 eV
* LUMO: -4.95 eV
* E_tot: -2897.22387 Eh
* spin multiplicity: 1



(3)
The following is a quantum chemistry calculation of C3H5NO2 in the gas phase at a distorted geometry, from the OMol25 dataset.

```
11
Properties=species:S:1:pos:R:3:forces:R:3
C 0.680 0.855 0.135 3.5 0.9 0.9
C -0.184 -0.307 0.219 -4.8 -0.7 0.2
C -1.753 -0.094 -0.406 4.0 1.3 2.5
H 1.839 -1.061 -0.242 3.5 0.7 1.7
H 0.035 1.929 0.022 2.8 -2.9 0.6
H 0.394 -1.387 0.370 -2.5 2.7 -0.2
H -2.070 0.878 -1.059 1.2 -2.1 2.3
H -2.165 -0.987 -0.866 -0.3 -0.2 1.0
N 2.068 0.722 0.307 -4.2 1.8 -0.7
O 2.646 -0.569 0.275 -4.8 -0.3 -2.1
O -1.489 0.021 1.246 1.7 -1.2 -6.1
```
Forces are in eV/Å.

Results
* energy relative to the best compared isomer or geometry (same formula, charge and spin): 795.2 kJ/mol
* structure (SMILES): O/N=C\[C@@H]1CO1
* frontier orbital gap: 9.26 eV
* LUMO: -0.27 eV
* E_tot: -322.27145 Eh
* spin multiplicity: 1



Question: What is the E_tot in the second record?
Answer: -2897.22387 Eh



Copy entry 3 word for word.
The following is a quantum chemistry calculation of C3H5NO2 in the gas phase at a distorted geometry, from the OMol25 dataset.

```
11
Properties=species:S:1:pos:R:3:forces:R:3
C 0.680 0.855 0.135 3.5 0.9 0.9
C -0.184 -0.307 0.219 -4.8 -0.7 0.2
C -1.753 -0.094 -0.406 4.0 1.3 2.5
H 1.839 -1.061 -0.242 3.5 0.7 1.7
H 0.035 1.929 0.022 2.8 -2.9 0.6
H 0.394 -1.387 0.370 -2.5 2.7 -0.2
H -2.070 0.878 -1.059 1.2 -2.1 2.3
H -2.165 -0.987 -0.866 -0.3 -0.2 1.0
N 2.068 0.722 0.307 -4.2 1.8 -0.7
O 2.646 -0.569 0.275 -4.8 -0.3 -2.1
O -1.489 0.021 1.246 1.7 -1.2 -6.1
```
Forces are in eV/Å.

Results
* energy relative to the best compared isomer or geometry (same formula, charge and spin): 795.2 kJ/mol
* structure (SMILES): O/N=C\[C@@H]1CO1
* frontier orbital gap: 9.26 eV
* LUMO: -0.27 eV
* E_tot: -322.27145 Eh
* spin multiplicity: 1



Question: Number 1 is which compound?
Answer: C10H11F3LiNO5